Density functional theory data (ωB97M-V/def2-TZVPD) for a single C6H12O molecule.

Properties
frontier orbital gap: 0.3915 hartree
ΔE to the lowest compared entry with this formula, charge and spin: 53.41 kJ/mol
HOMO energy: -9.70 eV
SMILES: CCC[C@@H](C)C=O

```
19
C6H12O, DFT ωB97M-V/def2-TZVPD
O -0.099 -1.522 -1.923
C -0.485 -1.489 -0.780
C -1.486 0.811 -1.095
C -1.192 -0.326 -0.124
C 1.025 0.599 1.031
C 1.995 -0.021 0.017
C -0.421 0.066 1.153
H -1.864 0.418 -2.043
H -1.008 0.836 1.670
H 1.726 0.209 -1.019
H 0.994 1.678 0.841
H 2.080 -1.111 0.100
H -2.240 1.488 -0.678
H 2.995 0.392 0.194
H -0.587 1.395 -1.316
H -0.323 -2.357 -0.099
H -2.151 -0.748 0.225
H 1.470 0.488 2.028
H -0.428 -0.807 1.819
```

***

Density functional theory data (ωB97M-V/def2-TZVPD) for a molecular structure, H16O8 in a non-equilibrium geometry.

Properties
frontier orbital gap: 0.3698 hartree
ΔE to the lowest compared entry with this formula, charge and spin: 838.84 kJ/mol
HOMO energy: -10.17 eV

```
24
H16O8, DFT ωB97M-V/def2-TZVPD
O -0.257 -0.631 -0.108
O -1.177 -0.125 2.096
O 0.078 1.860 -2.405
O -0.448 1.344 -0.015
O -0.991 -1.465 -1.898
O 2.297 -2.142 1.537
O 2.236 -0.663 -0.318
O -2.314 1.699 1.230
H -0.326 0.130 2.454
H 2.924 -0.555 -0.975
H -0.595 0.263 -0.157
H -1.660 1.029 1.428
H -0.067 1.102 -2.971
H 1.591 -1.232 -0.738
H -0.031 1.520 -1.516
H 2.091 -1.381 0.994
H -0.980 -0.452 1.218
H -1.391 1.388 0.141
H 2.714 -2.760 0.936
H -1.752 -1.931 -1.550
H 0.692 -0.524 -0.036
H -1.996 2.484 1.675
H -0.143 2.244 0.098
H -0.494 -1.204 -1.122
```